Below is C32H24ClN4O7ReS as an isolated structure, with properties calculated with ωB97M-V/def2-TZVPD.

Element x y z (Å)
Re (-1.04695, 1.54253, 0.48254)
Cl (-4.73792, 7.54681, 0.44739)
C (-3.80354, 6.15331, 0.83901)
C (-4.13407, 5.40506, 1.98279)
C (-3.41303, 4.29046, 2.32456)
C (-2.36978, 3.84680, 1.50074)
O (-1.72447, 2.73844, 1.84430)
C (-2.01038, 4.62126, 0.36594)
C (-0.78017, 4.37843, -0.29803)
N (-0.14763, 3.23902, -0.21986)
C (1.26361, 3.15089, -0.38552)
C (2.06259, 3.90635, -1.19322)
C (3.46616, 3.74448, -1.14225)
C (4.04412, 2.86319, -0.27486)
C (3.23486, 2.06242, 0.56914)
C (3.74344, 1.12851, 1.50003)
C (2.88221, 0.39157, 2.26703)
C (1.49970, 0.55125, 2.08808)
N (0.98957, 1.41443, 1.23116)
C (1.84107, 2.19554, 0.48904)
C (-2.73992, 5.79225, 0.06300)
H (-4.96535, 5.72530, 2.59629)
H (-3.65363, 3.71361, 3.20672)
H (-0.29084, 5.21968, -0.78478)
H (1.63509, 4.62651, -1.87885)
H (4.08406, 4.34304, -1.79702)
H (5.12041, 2.76338, -0.22280)
H (4.81547, 1.00878, 1.59977)
H (3.24097, -0.31587, 3.00094)
H (0.78936, -0.04195, 2.65225)
H (-2.46381, 6.38960, -0.79598)
O (-6.84666, -0.48014, 0.61743)
C (-5.70244, -0.17765, 0.49550)
C (-4.48935, -0.85198, 1.18896)
O (-4.47854, -1.88916, 1.79101)
C (-3.36862, 0.04356, 0.86893)
C (-3.71387, 1.00623, -0.02109)
O (-2.74158, 1.80373, -0.45768)
C (-5.14212, 0.99398, -0.35662)
O (-5.75923, 1.70728, -1.09645)
O (-2.09796, -0.03595, 1.24325)
C (4.18293, -2.88850, -1.77986)
C (3.18232, -3.61584, -0.88915)
C (2.44448, -2.68120, 0.05917)
N (1.58578, -1.73623, -0.66610)
C (0.33884, -1.37256, -0.44137)
S (-0.20069, 0.06957, -1.28180)
N (-0.49843, -2.07082, 0.32888)
C (-0.47014, -3.46560, 0.66845)
O (-0.80796, -3.79755, 1.76795)
C (-0.10635, -4.40580, -0.42218)
C (0.40190, -5.65043, -0.05857)
C (0.73726, -6.56882, -1.03847)
C (0.54091, -6.25551, -2.37825)
C (0.00825, -5.02538, -2.74059)
C (-0.31103, -4.09522, -1.76382)
H (4.74889, -3.59675, -2.38264)
H (4.89837, -2.31410, -1.18679)
H (3.69380, -2.20630, -2.48013)
H (3.69810, -4.35866, -0.27795)
H (2.45315, -4.15721, -1.49520)
H (3.16066, -2.07630, 0.62353)
H (1.84993, -3.23676, 0.77753)
H (2.05741, -1.15767, -1.34808)
H (-1.21497, -1.51313, 0.81818)
H (0.52241, -5.88395, 0.99144)
H (1.14065, -7.53299, -0.76032)
H (0.79010, -6.97960, -3.14265)
H (-0.16853, -4.79540, -3.78261)
H (-0.74888, -3.14631, -2.04938)

Properties
E_LUMO (spin up / spin down) = -4.676 / -4.490 eV
2S+1 = 2
expectation value of S² = 0.76
Kohn-Sham gap (spin up / spin down) = 0.2318 / 0.2387 Ha
charge = +1
relative energy (zero: lowest compared OMol25 entry of this formula, charge and spin) = 16.8 kcal/mol